# 1
Density functional theory data (ωB97M-V with the def2-TZVPD basis set) for a molecular structure, C26H60N2O16P.

Last column: Löwdin charge in e.
Positions of all 105 atoms, in Å:
N -11.71380 47.25399 17.53450  0.25
H -11.02007 46.88302 16.78657  0.14
H -11.33859 47.41286 18.44607  0.11
H -12.47188 46.61443 17.53656  -0.01
H -11.90019 48.13632 17.03368  0.08
N -10.78724 51.79622 16.07070  0.22
H -10.47517 52.10997 16.90631  0.05
H -9.73983 51.76401 15.82446  0.16
H -11.34910 52.53625 15.60955  0.16
H -11.17705 50.86320 16.09204  -0.03
P -9.53359 49.56490 17.89973  -0.31
O -8.67493 50.70801 17.96777  -0.36
O -11.01578 50.04608 18.17759  -0.47
O -9.19120 48.45399 18.80058  -0.36
O -9.74637 49.05093 16.55905  -0.37
O -13.37203 46.03010 16.68582  0.11
C -14.27185 46.42560 16.07567  -0.54
O -14.69363 45.91451 14.90763  0.04
C -14.07454 44.75207 14.43497  -0.27
C -14.70043 44.32266 13.14978  -0.05
C -14.96081 47.68584 16.43637  0.03
H -14.26120 44.04477 15.13140  0.10
H -13.05633 44.70335 14.24587  0.09
H -14.87240 45.24413 12.54156  0.09
H -15.78297 44.19508 13.44576  0.10
H -13.91749 43.66723 12.82390  0.08
H -16.14656 47.78853 16.35086  0.13
H -14.49498 48.62738 16.03635  0.11
H -14.85256 47.84927 17.56206  0.11
O -9.66190 51.30085 23.56731  0.02
C -9.67901 50.51481 22.60440  -0.44
O -10.28749 49.28331 22.75732  -0.04
C -10.28661 48.34072 21.68512  -0.23
C -11.15553 47.19770 22.26789  -0.04
C -9.12299 50.92693 21.26023  0.01
H -9.24748 48.00590 21.34329  0.13
H -10.67573 48.85602 20.81003  0.09
H -12.14068 47.31166 22.22429  0.01
H -10.82914 46.93676 23.23608  0.05
H -10.86014 46.22869 21.49446  0.12
H -8.31779 50.33409 21.00564  0.06
H -8.58722 51.86451 21.26435  0.09
H -9.72647 50.80261 20.45250  0.02
O -11.90665 50.35888 15.12939  0.05
C -11.19585 49.51117 14.69287  -0.44
O -10.51699 49.60938 13.53379  0.00
C -10.46162 50.83051 12.87854  -0.20
C -9.49653 50.54069 11.69313  -0.04
C -11.16790 48.06462 15.26463  -0.06
H -9.89334 51.48556 13.74137  0.17
H -11.29618 51.26289 12.58989  0.07
H -8.55493 50.36852 12.10530  0.06
H -9.37787 51.37042 11.18938  0.00
H -9.86674 49.83765 10.90315  0.10
H -11.53655 47.88149 16.23660  -0.07
H -10.21385 47.55256 15.38890  0.06
H -11.66035 47.44158 14.54088  0.09
O -12.77848 45.37711 19.77175  0.07
C -13.56896 44.59932 20.29933  -0.39
O -13.25256 43.30437 20.94253  -0.11
C -11.78603 42.99319 20.92307  -0.21
C -11.63113 41.58790 21.64240  -0.11
C -15.09467 44.70275 20.07958  0.02
H -11.16017 43.75086 21.51793  0.13
H -11.57248 43.00343 19.71026  0.16
H -12.13816 40.56751 21.34732  0.09
H -12.16260 41.73697 22.61218  0.06
H -10.54323 41.31154 21.79259  0.07
H -15.29169 45.77335 19.77582  0.11
H -15.53102 44.19192 20.87440  0.05
H -15.37451 44.16342 19.20741  0.07
O -6.54262 44.77669 16.13338  0.12
C -6.50806 45.87972 15.74294  -0.50
O -5.53740 46.53456 15.09287  0.03
C -4.38415 45.72350 14.91176  -0.21
C -3.49155 46.39012 13.89187  -0.07
C -7.72789 46.85343 15.97527  0.07
H -4.49320 44.75874 14.74756  0.07
H -3.72296 45.97592 15.83314  0.16
H -3.92298 46.36687 13.04607  -0.01
H -2.56103 45.86393 13.67097  0.08
H -3.11423 47.45935 14.04262  0.12
H -8.45922 46.65492 15.22298  0.06
H -7.43791 47.76867 15.72695  0.04
H -8.05854 46.94411 16.90618  0.02
C -10.09715 44.53186 14.82745  0.00
C -10.52775 43.71647 16.02956  -0.30
O -11.47412 44.12420 16.82813  -0.01
C -9.53808 42.54711 16.39571  0.01
H -10.21005 45.63969 14.90253  0.08
H -10.46053 44.19867 13.85624  0.10
H -9.18443 44.42210 14.73190  -0.03
H -9.89416 41.51989 16.03774  0.11
H -9.57000 42.23944 17.45349  0.07
H -8.61446 42.82717 16.18917  0.00
C -6.89398 44.29325 19.47994  -0.03
C -8.29374 44.10384 19.57093  -0.36
O -8.89012 42.92701 19.83628  -0.07
C -9.22319 45.27313 19.32688  0.00
H -6.50937 43.79151 18.65402  0.07
H -6.65390 44.00343 20.42514  0.06
H -6.41116 45.35261 19.35001  0.15
H -8.70417 46.08453 19.62477  0.04
H -10.17836 45.12824 19.37314  -0.01
H -9.49986 45.50089 18.30141  0.09

Values from the calculation:
M: 687.738 u
total charge: -1
E_HOMO: -2.65 eV
energy above the lowest of the compared OMol25 structures with the same formula, charge and spin: 0.0 kJ/mol
largest force on an atom: 9.25 eV/Å

=====

# 2
Density functional theory data (ωB97M-V with the def2-TZVPD basis set) for 10 unconnected molecules or ions with the total composition C26H60O26.

Last column: Löwdin charge in e.
Positions of all 112 atoms, in Å:
C -5.57181 -1.85124 4.16519  -0.03
O -4.58984 -2.71772 4.78110  -0.01
C -3.87301 -3.42992 3.88040  -0.63
O -4.01381 -3.22922 2.69795  0.10
O -2.97945 -4.17550 4.47616  0.02
C -2.31262 -5.10181 3.58802  -0.01
H -5.01141 -0.98812 3.88142  0.07
H -6.22165 -1.70501 5.01090  0.09
H -6.02843 -2.32339 3.26648  0.11
H -1.86963 -5.83729 4.26656  0.10
H -1.49529 -4.57442 3.07151  0.10
H -2.99465 -5.58635 2.90078  0.10
C -6.09237 0.94398 1.16137  -0.03
O -4.86301 1.46371 0.69013  -0.05
C -4.48198 1.24525 -0.59265  -0.59
O -5.18371 0.72380 -1.40544  0.12
O -3.23499 1.68848 -0.81287  0.00
C -2.65799 1.01069 -1.97674  -0.01
H -6.19917 1.38464 2.14682  0.09
H -6.04330 -0.16363 1.11323  0.10
H -6.95674 1.37753 0.54666  0.13
H -2.04300 1.76531 -2.50410  0.10
H -3.44291 0.76974 -2.69045  0.09
H -2.00820 0.17312 -1.67166  0.08
C 1.36287 -1.82765 -6.74513  -0.05
O 2.32520 -2.44791 -5.91509  -0.03
C 3.22064 -1.54880 -5.39882  -0.58
O 3.26903 -0.36073 -5.44731  0.15
O 4.18340 -2.33245 -4.85094  -0.01
C 5.29425 -1.70605 -4.21831  -0.06
H 1.13459 -2.55872 -7.52116  0.09
H 1.76240 -0.93612 -7.27268  0.10
H 0.50642 -1.53755 -6.06210  0.11
H 5.63999 -0.78146 -4.72437  0.10
H 6.20187 -2.30735 -4.17179  0.09
H 5.03042 -1.32155 -3.24114  0.08
C 1.21918 -3.28158 -2.97136  0.00
O 1.71477 -1.96304 -2.77729  -0.01
C 0.88722 -0.98230 -3.00096  -0.62
O -0.14797 -1.14675 -3.62998  0.10
O 1.36924 0.20711 -2.61662  -0.03
C 2.61504 0.38363 -1.97466  -0.02
H 1.48542 -3.60852 -3.95623  0.09
H 0.16580 -3.32119 -2.74335  0.09
H 1.65003 -3.89114 -2.19281  0.09
H 3.39382 0.39382 -2.78533  0.11
H 2.80739 -0.31351 -1.14494  0.09
H 2.51599 1.37807 -1.61461  0.07
C 7.97212 1.13252 -2.37348  -0.03
O 7.99632 2.03714 -1.29426  0.01
C 7.24322 1.82726 -0.25117  -0.64
O 6.49070 0.88005 -0.13500  0.10
O 7.38363 2.83707 0.60332  0.01
C 6.67542 2.65351 1.90424  0.02
H 6.98058 0.85188 -2.62437  0.08
H 8.50936 0.23894 -2.00470  0.11
H 8.60527 1.55480 -3.13131  0.09
H 6.60389 1.56700 2.09040  0.10
H 5.75598 3.14535 1.86335  0.07
H 7.34344 3.08107 2.64572  0.09
C 2.47857 -2.21915 1.28662  -0.03
O 1.17633 -1.90946 1.83353  -0.01
C 0.25069 -1.36560 1.03124  -0.61
O 0.34625 -1.27943 -0.17053  0.13
O -0.75630 -0.94022 1.77403  0.01
C -1.78796 -0.22257 1.00105  0.01
H 3.12158 -2.57557 2.10436  0.09
H 3.00974 -1.32893 0.81434  0.10
H 2.46101 -2.99399 0.49235  0.09
H -1.49782 0.77531 0.61383  0.10
H -2.61714 -0.25244 1.69134  0.09
H -2.04674 -0.89598 0.20205  0.07
O -2.77596 -3.18678 -1.22605  -0.07
C -3.48613 -2.68723 -2.35213  -0.23
C -4.98126 -2.97654 -2.12832  -0.23
O -5.45123 -2.55099 -0.84566  -0.08
H -3.29664 -3.17178 -0.43470  0.05
H -3.23562 -1.63837 -2.56944  0.10
H -3.12513 -3.25035 -3.16997  0.10
H -5.00200 -4.07698 -2.10700  0.12
H -5.59664 -2.67452 -3.00306  0.13
H -5.45845 -1.55867 -0.90131  0.08
O -3.19236 2.70531 3.01115  -0.08
C -3.08456 2.07425 4.28306  -0.25
C -3.02109 3.14344 5.34620  -0.26
O -1.80275 3.87151 5.33492  -0.06
H -3.45909 2.11883 2.26998  0.06
H -3.95827 1.44362 4.49223  0.11
H -2.23889 1.35117 4.32423  0.12
H -3.06043 2.70513 6.35395  0.12
H -3.87353 3.84302 5.32355  0.13
H -2.02743 4.71445 4.92218  0.09
O 0.37808 5.07107 0.18394  -0.05
C 1.05911 4.41189 -0.79011  -0.33
C 0.34290 3.31997 -1.47906  -0.21
O 0.33943 2.18400 -0.55842  -0.10
H 0.28209 4.45816 0.96447  0.08
H 1.22306 5.14113 -1.61918  0.13
H 2.11965 4.09701 -0.47763  0.15
H 0.84193 3.05333 -2.39697  0.12
H -0.75220 3.60145 -1.63029  0.14
H 0.26798 1.44969 -1.15854  0.03
O 2.11853 1.08676 1.68669  -0.06
C 1.62915 1.36530 2.99803  -0.24
C 1.71001 2.81313 3.36906  -0.21
O 0.72372 3.57818 2.65831  -0.08
H 1.47379 1.47095 1.07132  0.05
H 0.68427 0.84486 3.15863  0.12
H 2.30908 0.89857 3.68618  0.11
H 2.74689 3.20464 3.05484  0.15
H 1.60411 2.92232 4.43339  0.11
H -0.11039 3.17963 2.94076  0.08

Values from the calculation:
M: 788.740 u
total charge: 0
E_HOMO: -9.80 eV
SMILES: COC(=O)OC.COC(=O)OC.COC(=O)OC.COC(=O)OC.COC(=O)OC.COC(=O)OC.OCCO.OCCO.OCCO.OCCO
largest force on an atom: 3.37 eV/Å

=====

Which of these has the lowest E_HOMO? C26H60O26